Record 1
# C43H108NO30P7

A 8-piece molecular cluster, C43H108NO30P7 overall at a distorted geometry (the ωB97M-V functional and the def2-TZVPD basis, the Open Molecules 2025 dataset).

Results
Kohn-Sham gap   10.38 eV
Molar mass   1336.132 g/mol
Structure (SMILES)   CCOP(=O)(OCC)OCC.CCOP(=O)(OCC)OCC.CCOP(=O)(OCC)OCC.CCOP(=O)(OCC)OCC.CCOP(=O)(OCC)OCC.CCOP(=O)(OCC)OCC.CCOP(=O)(OCC)OCC.C[N+](=O)[O-]
Electronic energy   -174298.0345 eV
Total charge   0

Last column: Löwdin charge in e.
CARTESIAN COORDINATES (ANGSTROEM)
C (-1.1877, -6.5987, 3.0999)  -0.06
C (-1.3178, -7.0419, 1.6599)  -0.24
O (-2.5321, -6.4540, 1.1196)  -0.17
P (-2.4229, -5.7187, -0.2580)  0.34
O (-1.9202, -6.4584, -1.4122)  -0.22
O (-1.5094, -4.4930, 0.1634)  -0.17
C (-1.0176, -3.5750, -0.8313)  -0.23
C (-1.9440, -2.3955, -1.0004)  -0.06
O (-3.8731, -5.1352, -0.4328)  -0.16
C (-4.4673, -5.0982, -1.7366)  -0.27
C (-5.5665, -4.0590, -1.7206)  -0.07
H (-1.1850, -5.5025, 3.1131)  0.08
H (-1.9541, -6.9433, 3.7865)  0.08
H (-0.1711, -6.8081, 3.4475)  0.07
H (-0.4507, -6.6688, 1.1164)  0.10
H (-1.4317, -8.1209, 1.5806)  0.12
H (-0.0613, -3.2354, -0.4271)  0.10
H (-0.8571, -4.1148, -1.7653)  0.12
H (-2.1160, -1.7864, -0.1140)  0.07
H (-1.5804, -1.7435, -1.7982)  0.06
H (-2.9199, -2.7052, -1.3842)  0.06
H (-3.7405, -4.7920, -2.4935)  0.11
H (-4.8669, -6.0679, -2.0336)  0.12
H (-6.3432, -4.3248, -0.9964)  0.08
H (-5.1983, -3.0740, -1.4259)  0.06
H (-6.0275, -3.9544, -2.7017)  0.07
C (-2.2712, 4.5014, 2.0455)  -0.07
C (-1.1870, 3.4784, 2.0831)  -0.26
O (-1.1564, 2.9012, 3.4015)  -0.14
P (-0.3066, 1.5966, 3.6310)  0.35
O (-0.3644, 0.5855, 2.5691)  -0.21
O (1.1303, 2.1509, 3.8972)  -0.15
C (2.1793, 1.2433, 4.2958)  -0.23
C (3.0526, 1.1273, 3.0740)  -0.06
O (-0.7990, 1.1248, 5.0516)  -0.16
C (-2.1117, 0.5452, 5.1747)  -0.26
C (-2.6408, 0.8202, 6.5557)  -0.07
H (-3.2549, 4.0672, 2.2410)  0.08
H (-2.1321, 5.2834, 2.7933)  0.08
H (-2.3397, 4.9708, 1.0621)  0.09
H (-1.3809, 2.6870, 1.3494)  0.08
H (-0.2276, 3.8768, 1.7471)  0.11
H (2.6917, 1.6692, 5.1602)  0.12
H (1.7856, 0.2946, 4.6705)  0.10
H (3.8906, 0.4447, 3.2363)  0.09
H (2.4334, 0.7553, 2.2602)  0.06
H (3.4446, 2.1112, 2.8320)  0.08
H (-2.7782, 0.9128, 4.3912)  0.11
H (-2.0343, -0.5359, 5.0348)  0.11
H (-1.8731, 0.5366, 7.2753)  0.08
H (-2.9398, 1.8585, 6.6942)  0.08
H (-3.5311, 0.2201, 6.7489)  0.08
C (4.2953, 3.0365, -3.0125)  -0.05
C (3.5424, 2.8631, -1.7158)  -0.26
O (4.4224, 2.8353, -0.5667)  -0.19
P (5.1685, 1.4929, -0.1922)  0.35
O (6.2210, 1.0766, -1.1133)  -0.20
O (5.6640, 1.7853, 1.2680)  -0.17
C (6.5438, 2.9075, 1.4874)  -0.25
C (7.9870, 2.5408, 1.2761)  -0.07
O (3.9599, 0.5151, 0.0551)  -0.20
C (4.1267, -0.9106, 0.0131)  -0.26
C (4.0498, -1.4173, -1.4130)  -0.06
H (4.7877, 2.1191, -3.3213)  0.07
H (3.5696, 3.3204, -3.7813)  0.09
H (4.9823, 3.8791, -2.9432)  0.07
H (2.8779, 3.7059, -1.5308)  0.06
H (2.9353, 1.9558, -1.7260)  0.11
H (6.2504, 3.7240, 0.8237)  0.08
H (6.3884, 3.2516, 2.5089)  0.12
H (8.2273, 1.6335, 1.8313)  0.08
H (8.2094, 2.3615, 0.2257)  0.07
H (8.6214, 3.3534, 1.6338)  0.08
H (5.0584, -1.2058, 0.5005)  0.13
H (3.3257, -1.3601, 0.5976)  0.10
H (3.9654, -2.5028, -1.4632)  0.08
H (3.1980, -0.9515, -1.9127)  0.07
H (4.9464, -1.1450, -1.9737)  0.08
C (-5.7225, -5.1917, -5.4014)  -0.07
C (-4.6441, -4.2885, -5.9644)  -0.27
O (-4.1433, -3.4387, -4.9404)  -0.18
P (-3.0698, -2.3346, -5.2985)  0.35
O (-3.4460, -1.4784, -6.4196)  -0.21
O (-2.8312, -1.6521, -3.9025)  -0.19
C (-3.2008, -0.2696, -3.6369)  -0.24
C (-2.4560, 0.7278, -4.4811)  -0.06
O (-1.7789, -3.2251, -5.4835)  -0.17
C (-0.4587, -2.6775, -5.4941)  -0.26
C (-0.1957, -1.7722, -6.6616)  -0.08
H (-5.2708, -5.7367, -4.5684)  0.07
H (-6.5752, -4.6191, -5.0400)  0.08
H (-6.0504, -5.9115, -6.1474)  0.08
H (-3.8186, -4.8953, -6.3488)  0.12
H (-5.0384, -3.7056, -6.8014)  0.12
H (-4.2866, -0.1915, -3.6815)  0.11
H (-2.9887, -0.1151, -2.5764)  0.09
H (-2.3900, 1.6847, -3.9704)  0.08
H (-1.4338, 0.3633, -4.6289)  0.07
H (-2.9000, 0.7941, -5.4712)  0.07
H (-0.3141, -2.1223, -4.5583)  0.11
H (0.2169, -3.5289, -5.4335)  0.12
H (-0.7086, -0.8187, -6.5249)  0.06
H (0.8710, -1.6075, -6.8031)  0.08
H (-0.6197, -2.1655, -7.5878)  0.09
C (2.2578, 4.9036, -0.0426)  -0.09
C (2.0705, 6.1868, -0.8209)  -0.21
O (2.5226, 7.3159, -0.0293)  -0.16
P (3.9987, 7.8156, -0.2136)  0.34
O (4.4115, 8.0791, -1.5938)  -0.22
O (4.8382, 6.7328, 0.5728)  -0.16
C (6.2109, 6.4686, 0.2446)  -0.25
C (6.3856, 5.7390, -1.0613)  -0.08
O (4.0788, 9.0629, 0.7373)  -0.16
C (3.6399, 10.3550, 0.3440)  -0.28
C (3.6104, 11.2554, 1.5569)  -0.08
H (3.3187, 4.6635, 0.0994)  0.07
H (1.9010, 5.0448, 0.9779)  0.09
H (1.8577, 4.0373, -0.5622)  0.04
H (2.6211, 6.1923, -1.7616)  0.12
H (1.0084, 6.3577, -0.9818)  0.12
H (6.7845, 7.3991, 0.2447)  0.12
H (6.6038, 5.8532, 1.0535)  0.10
H (6.2531, 6.4077, -1.9088)  0.07
H (7.4078, 5.3630, -1.1579)  0.09
H (5.6990, 4.8942, -1.1335)  0.05
H (4.2342, 10.7537, -0.4782)  0.12
H (2.6152, 10.3164, -0.0482)  0.12
H (3.0721, 12.1904, 1.3684)  0.08
H (3.0086, 10.8304, 2.3615)  0.08
H (4.6132, 11.5317, 1.8810)  0.08
C (5.8758, -4.9362, 1.9180)  -0.06
C (5.0490, -4.2565, 2.9972)  -0.27
O (3.7499, -3.9114, 2.5121)  -0.17
P (2.4682, -4.6640, 3.0547)  0.34
O (2.4759, -4.9921, 4.4799)  -0.22
O (1.2904, -3.7531, 2.5817)  -0.17
C (0.9996, -2.4566, 3.1468)  -0.24
C (0.2673, -2.5207, 4.4681)  -0.05
O (2.2734, -5.8971, 2.0911)  -0.18
C (2.8270, -7.1815, 2.4394)  -0.26
C (3.0756, -7.9524, 1.1697)  -0.07
H (6.8339, -5.2287, 2.3552)  0.08
H (5.3695, -5.8273, 1.5492)  0.06
H (6.1216, -4.2552, 1.1042)  0.07
H (5.0248, -4.8678, 3.9010)  0.11
H (5.5682, -3.3386, 3.2860)  0.12
H (1.9093, -1.8459, 3.1762)  0.11
H (0.3891, -1.9779, 2.3854)  0.09
H (0.5546, -3.3616, 5.0944)  0.07
H (0.3838, -1.5682, 4.9837)  0.06
H (-0.7945, -2.6617, 4.2491)  0.08
H (3.7614, -7.0447, 2.9888)  0.11
H (2.1375, -7.7249, 3.0854)  0.12
H (2.1903, -7.9509, 0.5333)  0.08
H (3.9176, -7.5582, 0.6014)  0.07
H (3.3001, -8.9934, 1.4101)  0.08
C (-9.5601, 2.6327, -1.7160)  -0.07
C (-8.2273, 2.1646, -2.2324)  -0.26
O (-7.3317, 2.0108, -1.1050)  -0.18
P (-5.8787, 1.4788, -1.3177)  0.34
O (-5.2599, 1.8907, -2.5763)  -0.21
O (-5.1798, 1.9669, -0.0041)  -0.15
C (-3.7645, 1.7532, 0.1140)  -0.24
C (-3.4862, 0.6121, 1.0781)  -0.06
O (-5.9547, -0.1099, -1.1871)  -0.17
C (-7.0539, -0.7267, -0.4719)  -0.25
C (-6.8779, -0.6843, 1.0128)  -0.07
H (-10.2761, 2.6732, -2.5351)  0.08
H (-9.9241, 1.9974, -0.9079)  0.08
H (-9.4618, 3.6322, -1.2909)  0.08
H (-8.2542, 1.2694, -2.8581)  0.12
H (-7.7562, 2.9233, -2.8637)  0.12
H (-3.3215, 1.5307, -0.8554)  0.09
H (-3.2938, 2.6464, 0.5218)  0.09
H (-4.1411, 0.6659, 1.9507)  0.08
H (-3.7823, -0.3195, 0.5854)  0.06
H (-2.4424, 0.5796, 1.3879)  0.05
H (-7.9914, -0.3110, -0.8355)  0.11
H (-7.0501, -1.7649, -0.8085)  0.10
H (-6.9758, 0.3442, 1.3788)  0.08
H (-7.6707, -1.2156, 1.5457)  0.08
H (-5.9305, -1.0938, 1.3558)  0.07
C (0.8348, -0.3925, -0.1504)  0.05
N (0.2715, 0.9395, -0.4892)  -0.39
O (-0.7816, 0.9772, -1.1079)  0.07
O (0.9468, 1.9020, -0.1914)  0.07
H (0.2063, -0.8024, 0.6348)  0.07
H (1.8457, -0.2217, 0.2042)  0.05
H (0.7936, -1.0177, -1.0365)  0.10

=====

Record 2
# C43H111N10O26

A 18-piece molecular cluster, C43H111N10O26 overall at a distorted geometry (the ωB97M-V functional and the def2-TZVPD basis, the Open Molecules 2025 dataset).

Results
Kohn-Sham gap (spin up / spin down)   4.30 / 1.52 eV
Molar mass   1184.405 g/mol
2S+1   2
Electronic energy   -114507.4769 eV
<S²>   0.91
Total charge   +2

Last column: Mulliken spin population.
CARTESIAN COORDINATES (ANGSTROEM)
C (-0.9050, -1.0788, 1.9567)  -0.05
C (-0.0639, -1.2831, 0.7364)  0.01
C (-0.8224, -0.8680, -0.5366)  -0.02
C (-1.0021, 0.6525, -0.7129)  0.00
C (0.3581, 1.3374, -0.6807)  -0.01
C (1.3067, 1.0044, 0.5999)  0.00
N (1.2270, -0.5636, 0.8006)  -0.33
O (2.3941, -1.0185, 1.4891)  0.41
C (0.9339, 1.8715, 1.8156)  -0.02
C (2.7234, 1.3084, 0.1940)  -0.01
C (0.2975, -2.7983, 0.6754)  -0.03
H (-1.1387, -0.0189, 2.0567)  0.00
H (-0.3716, -1.3725, 2.8608)  -0.01
H (-1.8377, -1.6427, 1.9409)  0.00
H (-1.7986, -1.3480, -0.6059)  0.00
H (-0.2297, -1.2655, -1.3605)  0.00
H (-1.6002, 1.0087, 0.1258)  -0.01
H (-1.6015, 1.0103, -1.5500)  0.00
H (0.0984, 2.3949, -0.7287)  0.01
H (0.9684, 1.1963, -1.5727)  0.01
H (1.0435, 2.9290, 1.5749)  0.00
H (1.7040, 1.8667, 2.5869)  0.00
H (-0.0568, 1.6121, 2.1890)  0.00
H (2.7761, 2.3532, -0.1122)  0.00
H (3.0556, 0.7325, -0.6697)  0.00
H (3.3890, 1.3000, 1.0571)  0.00
H (1.0856, -3.0126, -0.0465)  0.01
H (-0.5051, -3.5248, 0.5493)  0.00
H (0.7610, -3.0446, 1.6307)  0.00
C (-0.6330, 6.3182, -3.9917)  0.00
C (-0.8054, 6.0381, -2.4460)  0.00
O (-0.5757, 4.6573, -2.2439)  0.00
O (0.7590, 6.2116, -4.4020)  0.00
H (-0.9838, 7.3475, -4.0656)  0.00
H (-1.3345, 5.8493, -4.6817)  0.00
H (-1.7604, 6.3946, -2.0601)  0.00
H (0.0146, 6.5898, -1.9863)  0.00
H (0.3280, 4.4419, -2.4856)  0.00
H (0.9088, 5.3219, -4.7302)  0.00
C (-2.4501, -6.1025, 4.5059)  0.00
C (-2.1282, -4.6106, 4.4447)  0.00
O (-2.0864, -4.4128, 3.0703)  0.00
O (-3.8753, -6.2922, 4.2200)  0.00
H (-2.1954, -6.4740, 5.4985)  0.00
H (-1.9542, -6.7340, 3.7687)  0.00
H (-1.1339, -4.4816, 4.8723)  0.00
H (-2.8396, -4.0662, 5.0655)  0.00
H (-2.9267, -4.2030, 2.6562)  0.00
H (-3.9283, -6.4355, 3.2723)  0.00
C (-3.8017, -0.6956, -4.4632)  0.00
C (-4.6165, -1.8421, -3.9003)  0.00
O (-3.7883, -2.7681, -3.2811)  0.00
O (-2.8187, -0.2345, -3.5766)  0.01
H (-4.4293, 0.1682, -4.6823)  0.00
H (-3.2797, -0.9547, -5.3843)  0.00
H (-5.2876, -2.3335, -4.6049)  0.00
H (-5.2958, -1.3990, -3.1721)  0.00
H (-4.2543, -3.3758, -2.7022)  0.00
H (-2.3006, -1.0104, -3.3502)  0.00
C (6.7110, 2.1728, 0.5164)  0.00
C (6.6597, 0.6532, 0.9226)  0.00
O (6.0508, 0.4893, 2.2139)  0.00
O (7.5879, 2.5076, -0.6280)  0.00
H (6.9644, 2.8206, 1.3556)  0.00
H (5.7321, 2.5849, 0.2710)  0.00
H (7.6318, 0.1605, 0.9033)  0.00
H (6.0217, 0.2096, 0.1582)  0.00
H (6.7864, 0.4355, 2.8283)  0.00
H (7.2735, 1.9811, -1.3666)  0.00
C (-4.5815, -4.1908, -0.1989)  0.00
C (-3.0861, -4.3750, -0.2594)  0.00
O (-2.6885, -5.6923, -0.5202)  0.00
O (-5.0909, -4.4371, -1.4868)  0.00
H (-4.8597, -3.1609, 0.0246)  0.00
H (-4.9806, -4.9011, 0.5252)  0.00
H (-2.7199, -3.9992, 0.6960)  0.00
H (-2.5906, -3.7369, -0.9911)  0.00
H (-2.6165, -5.8478, -1.4648)  0.00
H (-5.5589, -5.2739, -1.4379)  0.00
C (4.3053, -3.0884, -2.3856)  0.00
C (3.7331, -1.9881, -1.4348)  0.00
O (2.4322, -1.5024, -1.7024)  0.01
O (3.6665, -4.3346, -2.1400)  0.00
H (5.3841, -3.1626, -2.2491)  0.00
H (4.1401, -2.9528, -3.4545)  0.00
H (4.3619, -1.1083, -1.5709)  0.00
H (3.7736, -2.3343, -0.4020)  0.00
H (2.3334, -1.3024, -2.6362)  0.00
H (2.7575, -4.0654, -2.2908)  0.00
C (0.2658, -5.0286, -2.9716)  0.00
C (-0.0964, -5.1534, -4.4911)  0.00
O (-1.2565, -4.3324, -4.8360)  0.00
O (1.1694, -4.0141, -2.7750)  0.00
H (0.7605, -5.9330, -2.6177)  0.00
H (-0.6209, -4.8419, -2.3658)  0.00
H (-0.2883, -6.1392, -4.9148)  0.00
H (0.8188, -4.8250, -4.9837)  0.00
H (-2.0069, -4.9060, -4.6643)  0.00
H (0.7518, -3.1601, -2.9086)  0.00
C (0.9167, -0.1385, -4.5292)  0.00
C (0.1370, -1.3552, -4.9672)  0.00
O (-0.3336, -2.0484, -3.8192)  0.00
O (2.2253, -0.5568, -4.2213)  0.00
H (0.5442, 0.3181, -3.6122)  0.00
H (0.9031, 0.5761, -5.3521)  0.00
H (0.6825, -2.1005, -5.5460)  0.00
H (-0.6906, -1.0699, -5.6166)  0.00
H (-0.4873, -2.8835, -4.2670)  0.00
H (2.7303, -0.3987, -5.0222)  0.00
O (-1.7675, -0.5226, 4.9312)  0.00
C (-2.3470, 0.0689, 5.8173)  0.00
N (-2.5152, -0.3712, 7.0404)  0.00
C (-2.8201, 1.4946, 5.5202)  0.00
H (-3.0336, 0.1697, 7.7179)  0.00
H (-2.1442, -1.2761, 7.2925)  0.00
H (-3.8833, 1.7330, 5.4892)  0.00
H (-2.3765, 1.8078, 4.5751)  0.00
H (-2.3206, 2.0263, 6.3301)  0.00
O (-6.3953, 0.5915, 0.4985)  0.86
C (-5.7250, 0.9620, -0.4416)  0.03
N (-6.1190, 1.8580, -1.3106)  0.04
C (-4.5097, 0.1380, -0.7654)  0.07
H (-5.5010, 2.2163, -2.0246)  0.00
H (-6.8697, 2.4567, -0.9976)  0.00
H (-3.7487, 0.3435, -0.0126)  -0.02
H (-4.0860, 0.4679, -1.7139)  0.02
H (-4.7305, -0.9210, -0.8987)  -0.01
O (1.3041, 5.4123, 2.6770)  0.00
C (2.1151, 5.7562, 1.8517)  0.00
N (3.1341, 6.3930, 2.2546)  0.00
C (1.9403, 5.4905, 0.3305)  0.00
H (3.3569, 6.6048, 3.2167)  0.00
H (3.7673, 6.6242, 1.5024)  0.00
H (2.8060, 5.0353, -0.1506)  0.00
H (1.7230, 6.3817, -0.2583)  0.00
H (1.0584, 4.8858, 0.1193)  0.00
O (2.6343, 0.7275, 4.8748)  0.00
C (2.7419, -0.4766, 4.8783)  0.00
N (1.7560, -1.3558, 4.8736)  0.00
C (4.1443, -1.0052, 4.8977)  0.00
H (0.8162, -1.0795, 5.1197)  0.00
H (1.7982, -2.3169, 4.5661)  0.00
H (4.6309, -0.7168, 5.8294)  0.00
H (4.7535, -0.6923, 4.0497)  0.00
H (4.1529, -2.0948, 4.8688)  0.00
O (-3.6994, 2.7557, 1.4327)  0.00
C (-2.9313, 3.5791, 1.0027)  0.00
N (-2.8516, 3.6809, -0.3110)  0.00
C (-2.0059, 4.3580, 1.9192)  0.00
H (-3.5521, 3.0879, -0.7326)  0.00
H (-2.1915, 4.2095, -0.8633)  0.00
H (-1.5470, 3.7162, 2.6713)  0.00
H (-2.6042, 5.0498, 2.5122)  0.00
H (-1.2785, 4.9905, 1.4104)  0.00
O (1.8735, 3.3785, -2.4489)  0.00
C (2.6118, 3.1069, -3.3696)  0.00
N (2.1484, 2.9441, -4.5979)  0.00
C (4.0549, 2.8317, -3.2581)  0.00
H (2.7373, 2.5367, -5.3102)  0.00
H (1.2001, 3.1623, -4.8686)  0.00
H (4.3910, 3.0653, -2.2479)  0.00
H (4.6549, 3.3559, -4.0019)  0.00
H (4.2013, 1.7517, -3.2732)  0.00
O (1.9055, -3.8362, 3.8749)  0.00
C (1.7766, -5.0133, 4.1508)  0.00
N (1.7729, -5.4127, 5.4073)  0.00
C (1.4059, -6.1773, 3.1152)  0.00
H (1.3470, -6.3109, 5.5862)  0.00
H (1.8469, -4.7183, 6.1370)  0.00
H (1.7177, -7.2062, 3.2949)  0.00
H (1.8733, -5.8230, 2.1965)  0.00
H (0.3245, -6.1931, 2.9794)  0.00
O (-0.5153, 3.4016, -5.6093)  0.00
C (-1.4210, 2.6400, -5.3099)  0.00
N (-1.5860, 2.3861, -4.0065)  0.00
C (-2.3800, 1.9815, -6.3441)  0.00
H (-1.0484, 2.8138, -3.2662)  0.00
H (-2.1568, 1.5726, -3.8260)  0.00
H (-3.4217, 2.3019, -6.3266)  0.00
H (-2.3628, 0.9017, -6.1964)  0.00
H (-2.0281, 2.1315, -7.3648)  0.00
O (-0.3497, 3.9786, 7.1495)  0.00
C (0.2022, 4.1296, 6.0494)  0.00
N (-0.4306, 4.6458, 5.0654)  0.00
C (1.6137, 3.6757, 5.7922)  0.00
H (0.0344, 4.7303, 4.1727)  0.00
H (-1.3315, 5.0482, 5.2811)  0.00
H (1.6717, 3.2682, 4.7830)  0.00
H (1.9570, 2.9322, 6.5115)  0.00
H (2.2561, 4.5552, 5.7481)  0.00